ORCA calculation (wB97M-V/def2-TZVPD) on a molecular structure, C34H93N8O9Pd in a non-equilibrium geometry.

The expectation value of S² is 2.01. The energy above the lowest of the compared OMol25 structures with the same formula, charge and spin is 31.54 kcal/mol. Its multiplicity is 3. Its net charge is +1. Its gap between HOMO and LUMO (spin up / spin down) is 8.431 / 6.671 eV. The calculation puts the LUMO energy (spin up / spin down) at -2.09 / -3.85 eV.

Last column: Mulliken charge in e.
Element x y z (Å)
1 Pd 3.65289 -0.78782 -1.97669  0.110
2 C -0.23182 -0.90862 0.39986  -0.112
3 C 0.56361 -0.09859 -0.66704  0.348
4 O 1.91378 -0.44363 -0.68406  0.689
5 H -0.19843 -1.97057 0.13349  -0.408
6 H -1.23373 -0.59028 0.66399  0.453
7 H 0.43640 -0.96324 1.26755  -0.148
8 H 0.37286 0.95129 -0.39390  -0.093
9 H 0.17647 -0.23177 -1.68722  -0.541
10 C 5.59907 2.65908 0.11573  -1.360
11 C 5.25948 1.29209 -0.45733  0.139
12 C 4.87295 0.25729 0.57961  -0.368
13 O 4.79381 -1.04359 0.00592  -0.382
14 C 4.39515 -1.98516 0.99367  -0.631
15 N 4.21026 1.39589 -1.52029  -0.378
16 H 4.82122 3.00255 0.79635  0.180
17 H 5.73734 3.39103 -0.67955  0.457
18 H 6.59119 2.55318 0.55966  0.480
19 H 6.06073 0.79789 -1.02011  0.361
20 H 3.95184 0.56820 1.08633  0.031
21 H 5.67722 0.21332 1.32007  0.656
22 H 4.97308 -1.91185 1.91879  0.406
23 H 4.55984 -3.00762 0.65601  0.245
24 H 3.33695 -1.80027 1.20097  0.054
25 H 4.45664 2.07896 -2.22847  0.314
26 H 3.38006 1.78885 -1.07119  0.071
27 C -0.91526 5.08790 -5.75668  -1.548
28 C -1.19696 3.66087 -6.14877  0.314
29 C -1.11959 2.72994 -4.91709  -0.330
30 O -1.26747 1.39156 -5.35137  -0.379
31 C -1.78182 0.54668 -4.33194  -0.705
32 N -2.57987 3.62405 -6.67579  -0.771
33 H -1.50247 5.45302 -4.90657  0.325
34 H -1.26393 5.73650 -6.56204  0.437
35 H 0.12563 5.27660 -5.48851  0.372
36 H -0.60711 3.27086 -6.97820  0.358
37 H -1.95140 2.99674 -4.25736  0.336
38 H -0.15305 2.85817 -4.41079  0.102
39 H -1.17842 0.49910 -3.41980  0.159
40 H -1.87074 -0.47889 -4.68447  0.294
41 H -2.78386 0.93235 -4.12777  0.502
42 H -2.80069 2.63655 -6.80282  0.292
43 H -3.25216 3.94264 -5.98242  0.265
44 C 1.80804 -4.28274 -3.68717  -1.486
45 C 2.72795 -3.06303 -3.56321  0.538
46 C 1.99335 -1.88178 -4.22000  -0.803
47 O 2.55819 -0.62151 -3.80909  -0.288
48 C 1.83825 0.55197 -4.17990  -0.365
49 N 3.07170 -2.92458 -2.12602  -0.153
50 H 0.78011 -4.12607 -3.34526  0.275
51 H 2.12092 -5.14984 -3.10315  0.402
52 H 1.70137 -4.64761 -4.71331  0.413
53 H 3.66921 -3.30545 -4.05776  0.342
54 H 0.96999 -1.94094 -3.84041  0.383
55 H 2.15310 -1.86717 -5.29806  0.445
56 H 0.89825 0.55403 -3.62622  -0.206
57 H 1.61115 0.42211 -5.24019  0.400
58 H 2.33380 1.50166 -4.00756  0.349
59 H 3.96850 -3.37608 -2.00868  0.311
60 H 2.39042 -3.27256 -1.45629  0.019
61 C -3.37941 -1.61751 -1.03308  -0.946
62 C -4.41684 -1.90850 -2.10639  0.405
63 C -5.41382 -0.73374 -2.27658  -0.631
64 O -6.02871 -0.48415 -1.04447  -0.375
65 C -6.42339 0.85755 -0.81425  -0.686
66 N -3.82724 -2.25827 -3.39790  -0.574
67 H -2.88166 -0.64163 -1.08598  0.292
68 H -2.65858 -2.38489 -0.74754  -0.034
69 H -3.86283 -1.43635 -0.06337  0.535
70 H -5.08625 -2.68864 -1.71307  0.222
71 H -6.06749 -0.99879 -3.11514  0.343
72 H -4.78064 0.09384 -2.62806  0.083
73 H -7.13713 1.12956 -1.60436  0.339
74 H -5.58541 1.55615 -0.79841  0.236
75 H -7.01965 0.91387 0.09576  0.296
76 H -4.50972 -2.88908 -3.82495  0.310
77 H -3.07441 -2.93601 -3.28141  0.211
78 C 1.48662 -6.08480 1.75539  -1.417
79 C 0.46191 -5.60181 0.72744  0.126
80 C -0.95520 -5.28495 1.25512  -0.621
81 O -1.73771 -4.95097 0.14063  -0.312
82 C -3.11199 -4.82832 0.47246  -0.849
83 N 1.04079 -4.44050 0.00055  -0.289
84 H 1.52711 -5.33993 2.55360  0.207
85 H 2.45994 -6.18606 1.28393  0.364
86 H 1.11198 -7.04325 2.11275  0.434
87 H 0.33643 -6.38644 -0.02248  0.259
88 H -0.91825 -4.54367 2.06061  0.238
89 H -1.27663 -6.23247 1.70771  0.556
90 H -3.42099 -5.82287 0.80679  0.415
91 H -3.74600 -4.51623 -0.35433  0.155
92 H -3.37235 -4.12758 1.27214  0.367
93 H 1.39583 -3.75677 0.66228  0.042
94 H 0.22405 -4.07376 -0.48513  0.087
95 C -0.18559 -4.88531 6.94758  -1.491
96 C 0.58013 -4.65035 5.63305  0.662
97 C 0.71196 -3.16971 5.27143  -0.343
98 O -0.52311 -2.51183 5.28790  -0.379
99 C -0.56957 -1.24300 4.67873  -0.437
100 N 1.92722 -5.19812 5.83710  -0.639
101 H 0.31505 -4.35712 7.76114  0.341
102 H -0.12143 -5.93911 7.22996  0.433
103 H -1.23762 -4.60447 6.90368  0.358
104 H 0.10194 -5.08842 4.75408  -0.052
105 H 1.22862 -3.16378 4.30074  0.074
106 H 1.37164 -2.64565 5.97592  0.366
107 H 0.06633 -1.30102 3.78413  0.021
108 H -0.42007 -0.41052 5.36353  0.312
109 H -1.54214 -1.15252 4.18375  0.280
110 H 1.88504 -5.89545 6.57044  0.289
111 H 2.58995 -4.53701 6.23129  0.260
112 C 5.15412 5.85884 2.87171  -1.440
113 C 3.70847 5.69288 3.26075  0.831
114 C 3.13695 4.29494 3.29669  -0.644
115 O 2.80285 3.83155 1.97713  -0.380
116 C 1.94455 2.72914 2.03265  -0.576
117 N 3.50147 6.26572 4.59785  -0.725
118 H 5.83204 5.22825 3.45161  0.352
119 H 5.49237 6.89319 2.92870  0.415
120 H 5.31560 5.57814 1.82616  0.260
121 H 3.12014 6.34885 2.60305  0.114
122 H 2.27511 4.25663 3.96504  0.342
123 H 3.91180 3.61979 3.68590  0.215
124 H 1.25094 2.74618 2.87775  0.527
125 H 2.45338 1.74984 2.10079  0.131
126 H 1.41968 2.64223 1.07641  0.049
127 H 3.96559 7.14797 4.76508  0.227
128 H 2.53421 6.43179 4.84409  0.220
129 C -5.98964 5.27525 0.63719  -1.524
130 C -5.18340 4.04209 1.05349  1.467
131 C -3.69524 4.18111 1.04717  -0.742
132 O -3.09512 2.90294 1.16549  -0.173
133 C -1.71684 2.95956 0.95931  -0.403
134 N -5.65421 3.55921 2.37044  -0.761
135 H -5.78714 5.35491 -0.43821  0.359
136 H -5.66389 6.22289 1.06546  0.329
137 H -7.06832 5.17780 0.73101  0.407
138 H -5.49070 3.23188 0.38198  -0.588
139 H -3.30420 4.92102 1.75319  0.364
140 H -3.37227 4.56468 0.06547  0.319
141 H -1.11113 3.31111 1.79931  0.309
142 H -1.45691 3.39704 -0.01102  0.356
143 H -1.43657 1.90117 0.87611  -0.175
144 H -6.65877 3.52303 2.45687  0.266
145 H -5.28961 2.61708 2.47318  0.255


ORCA calculation (wB97M-V/def2-TZVPD) on a molecular structure, C34H94N3O16S4 in a non-equilibrium geometry.

Its net charge is -1. Its gap between HOMO and LUMO is 7.506 eV. The calculation puts the LUMO energy at 1.67 eV.

Last column: Mulliken charge in e.
Element x y z (Å)
1 C 5.11690 -1.09104 3.40181  -1.260
2 C 3.96977 -0.57379 2.53538  -0.035
3 N 4.08764 0.86606 2.35721  -0.351
4 S 3.24151 1.48896 1.08259  1.043
5 O 3.20799 0.54976 -0.00021  -0.673
6 O 3.90893 2.71394 0.76092  -0.754
7 N 1.83036 1.73283 1.78431  -0.451
8 S 0.60148 1.61348 0.77510  0.825
9 O 0.11109 0.27250 0.58852  -0.669
10 O 0.79438 2.30854 -0.47709  -0.441
11 C -0.60271 2.54811 1.69105  -0.601
12 C -0.74523 2.09211 3.13571  -1.413
13 C -1.64373 0.88693 3.40211  -0.255
14 S -3.20152 0.91290 2.44812  -0.193
15 C -3.75846 -0.80301 2.41185  -0.101
16 S -4.66526 -1.31846 3.64380  -0.166
17 N -3.48035 -1.68374 1.35784  0.343
18 C -4.02343 -1.24294 0.05687  -0.611
19 C -3.20705 -0.26608 -0.77223  -1.009
20 C -2.06108 -2.07914 1.29039  0.477
21 C -1.74906 -3.03122 2.43641  -1.176
22 H 5.88999 -1.49618 2.76055  0.303
23 H 4.78357 -1.89718 4.04003  0.356
24 H 5.56463 -0.30084 3.99077  0.322
25 H 4.01159 -1.09729 1.58689  0.293
26 H 3.02853 -0.81940 3.01070  0.142
27 H 5.04098 1.19801 2.32355  0.289
28 H -0.18955 3.54827 1.71230  0.240
29 H -1.52372 2.60135 1.13072  0.543
30 H 0.25172 1.80795 3.44819  0.476
31 H -1.01725 2.94598 3.74309  0.362
32 H -1.12430 -0.04926 3.28548  0.133
33 H -1.93650 0.92583 4.44337  0.628
34 H -4.11568 -2.14507 -0.54011  0.123
35 H -5.03513 -0.88013 0.17716  0.550
36 H -3.03818 0.68150 -0.28643  0.126
37 H -2.24380 -0.65709 -1.06244  0.267
38 H -3.75819 -0.05866 -1.68420  0.528
39 H -1.85704 -2.56625 0.35213  0.642
40 H -1.42922 -1.21238 1.39427  -0.526
41 H -1.06354 -3.81032 2.13222  0.324
42 H -2.64621 -3.53907 2.77211  -0.055
43 H -1.34234 -2.52671 3.30520  0.366
44 C 2.10950 4.26479 -3.17818  -0.589
45 C 1.83745 3.21289 -4.23441  -0.110
46 O 2.58973 2.03315 -3.98689  -0.591
47 H 3.17197 4.51262 -3.14815  0.016
48 H 1.54045 5.17917 -3.37117  0.295
49 H 1.83962 3.88566 -2.18910  0.196
50 H 2.12196 3.56716 -5.22728  0.208
51 H 0.76926 2.96431 -4.25281  0.246
52 H 2.34505 1.70361 -3.11063  0.341
53 C -0.23585 -7.05673 0.87707  -1.048
54 C -1.41835 -6.47035 0.12858  0.345
55 O -1.11667 -5.16176 -0.34096  -0.370
56 H 0.03851 -6.40773 1.71060  0.241
57 H -0.46801 -8.04771 1.26734  0.286
58 H 0.63701 -7.13160 0.22299  0.324
59 H -2.27745 -6.37814 0.79023  -0.282
60 H -1.70206 -7.11146 -0.71425  0.340
61 H -0.36265 -5.21507 -0.94052  0.178
62 C -1.55327 4.67882 -2.52001  -0.580
63 C -2.06188 5.56754 -1.40692  -0.420
64 O -1.93747 4.89467 -0.15617  -0.320
65 H -2.11038 3.74288 -2.56131  0.239
66 H -1.63052 5.17608 -3.48997  0.407
67 H -0.50944 4.42974 -2.33264  -0.100
68 H -3.11361 5.81642 -1.54578  0.325
69 H -1.49064 6.50348 -1.37258  0.320
70 H -1.00185 4.68035 -0.04210  0.180
71 C -3.25310 6.51192 2.88413  -0.790
72 C -2.21470 7.61414 2.80959  -0.252
73 O -0.96246 7.10483 2.36957  -0.512
74 H -2.92446 5.72361 3.56208  0.173
75 H -4.21513 6.89434 3.23240  0.357
76 H -3.39301 6.05674 1.90188  0.188
77 H -2.05034 8.05889 3.79059  0.295
78 H -2.54460 8.40611 2.12637  0.247
79 H -1.10518 6.72078 1.49622  0.260
80 C -2.96028 -8.25333 4.93900  -1.196
81 C -3.04942 -7.53039 3.61163  0.529
82 O -2.75209 -8.37515 2.49819  -0.491
83 H -1.96319 -8.67360 5.08288  0.357
84 H -3.17857 -7.56737 5.75509  0.193
85 H -3.67172 -9.08259 4.98072  0.338
86 H -2.32877 -6.71412 3.57495  0.146
87 H -4.05191 -7.10973 3.48169  -0.140
88 H -3.38726 -9.09937 2.49150  0.263
89 C 5.93774 5.16025 -1.24259  -1.000
90 C 6.60435 6.06434 -2.25994  -0.206
91 O 7.04974 7.29070 -1.66965  -0.482
92 H 5.08585 5.66022 -0.78293  0.241
93 H 5.58807 4.23663 -1.70358  0.303
94 H 6.63228 4.89992 -0.44044  0.503
95 H 5.90436 6.33699 -3.04827  0.090
96 H 7.45935 5.55643 -2.71914  0.260
97 H 7.67901 7.06513 -0.97574  0.289
98 C -5.92080 -5.09970 2.14671  -0.728
99 C -5.70275 -5.66970 0.75846  -0.207
100 O -5.32729 -4.65489 -0.16551  -0.536
101 H -6.68884 -4.32639 2.12481  0.330
102 H -6.22226 -5.87616 2.85414  0.369
103 H -5.00430 -4.63140 2.51309  -0.011
104 H -6.61838 -6.11871 0.37401  0.341
105 H -4.92639 -6.44458 0.78224  0.138
106 H -4.51287 -4.24914 0.15747  0.269
107 C -3.73725 -4.41404 8.14308  -1.182
108 C -4.06427 -4.67443 6.68440  0.033
109 O -4.73149 -5.92572 6.50811  -0.503
110 H -3.11142 -5.21369 8.54091  0.292
111 H -3.21316 -3.46532 8.26323  0.345
112 H -4.64973 -4.38271 8.74371  0.326
113 H -3.15304 -4.72258 6.09052  0.201
114 H -4.68950 -3.87179 6.28226  0.265
115 H -5.55099 -5.89746 7.01379  0.250
116 C 2.29864 -7.95430 -3.27048  -1.113
117 C 1.85857 -6.54115 -3.60703  0.132
118 O 1.60221 -5.78151 -2.42819  -0.443
119 H 1.53616 -8.45692 -2.67409  0.276
120 H 2.47658 -8.53560 -4.17639  0.356
121 H 3.21856 -7.94195 -2.68087  0.347
122 H 0.93260 -6.55809 -4.17803  -0.085
123 H 2.61978 -6.03216 -4.20558  0.273
124 H 2.41683 -5.74347 -1.91495  0.248
125 C 3.60318 6.45941 -5.85085  -0.611
126 C 2.37496 6.78629 -6.67763  -0.310
127 O 2.63922 7.80439 -7.64411  -0.553
128 H 3.96643 7.35048 -5.33717  0.302
129 H 3.38434 5.69324 -5.10833  -0.044
130 H 4.41544 6.09949 -6.48769  0.377
131 H 1.57445 7.16159 -6.04270  0.268
132 H 2.01117 5.88975 -7.19100  0.268
133 H 3.33836 7.48145 -8.22271  0.300
134 C 5.49930 10.29802 0.23987  -0.862
135 C 5.97058 10.94363 -1.04924  -0.210
136 O 7.39323 10.93629 -1.12957  -0.531
137 H 5.91140 10.82283 1.10290  0.275
138 H 4.41056 10.30668 0.31165  0.302
139 H 5.84380 9.26337 0.29241  0.203
140 H 5.65227 11.98434 -1.09941  0.310
141 H 5.56105 10.41746 -1.91742  0.223
142 H 7.66873 10.01227 -1.10122  0.298
143 C -1.78156 -7.21639 -6.62344  -0.971
144 C -0.82381 -6.05351 -6.80907  -0.255
145 O 0.37823 -6.47207 -7.45506  -0.509
146 H -1.30932 -8.00620 -6.03828  0.268
147 H -2.69187 -6.89877 -6.11347  0.317
148 H -2.05838 -7.64645 -7.58936  0.335
149 H -0.53613 -5.63926 -5.84507  0.232
150 H -1.29263 -5.25687 -7.39517  0.300
151 H 0.13902 -6.83023 -8.31653  0.294